[1]
Density functional theory data (ωB97M-V/def2-TZVPD) for C11H23AuN2O5P2 as an isolated structure at a distorted geometry.

```
44
Properties=species:S:1:pos:R:3:forces:R:3
Au 0.78680 -0.08015 0.70124 0.1310 -0.3752 0.1075
P 2.01403 -0.65620 -1.27441 0.0743 0.5122 -0.0321
P -0.97419 0.77216 2.09300 1.1110 -0.1456 1.2630
O -0.44303 -2.99929 0.39603 0.6999 2.1890 0.7133
O 2.56976 -1.22569 4.03032 -0.3394 0.0869 -1.3858
O -3.63350 -2.49928 -0.71654 0.2151 0.2629 -0.3826
O 1.55433 -1.62719 2.11499 0.4015 0.5116 0.7126
O 2.77110 0.20010 2.39443 -0.7642 -0.8773 0.0856
N -0.18467 1.29760 -0.72423 0.1491 0.9609 -0.0134
N 2.33823 -0.86987 2.89842 0.3882 0.2508 0.6358
C -1.41337 1.83836 -0.40396 -0.0749 -0.4524 -1.2102
C -0.46794 2.11331 3.23608 0.1660 0.4926 0.0841
C -1.71771 -0.54010 3.13342 -0.4716 0.2009 -0.2094
C -2.09257 2.55269 -1.44312 -0.2164 -0.4966 1.0339
C -1.97335 1.54409 0.86140 -1.1979 -0.3394 -0.6032
C 1.80909 0.95278 -2.13788 -0.2122 0.0087 -0.1342
C 1.14292 -1.83853 -2.31319 -0.1131 -0.5669 -0.5138
C -1.42543 2.90094 -2.59048 0.5174 0.3215 -0.3740
C -0.11907 2.45999 -2.78558 0.0001 0.0832 -0.1724
C 0.44946 1.58838 -1.86065 0.1985 -0.0776 0.1420
C 3.76548 -1.04539 -1.39635 0.2441 -0.2103 0.1341
H -0.96093 -3.09411 1.22647 0.2435 -0.1011 -0.2396
H -1.23001 2.38549 3.98883 0.1092 -0.3777 -0.4385
H -3.14627 2.77115 -1.32353 0.1077 0.3056 0.1665
H -4.25375 -2.28390 -0.01042 -0.1686 -0.0830 -0.2636
H 0.44403 1.81039 3.76857 -0.1953 0.0177 -0.1581
H 4.06036 -1.21871 -2.43586 -0.1510 0.0682 0.0494
H -0.24665 3.03594 2.66352 -0.0170 -0.5843 0.1749
H 1.30645 -2.84956 -1.90549 -0.0986 0.2718 -0.1733
H 4.38239 -0.24270 -0.98510 -0.1672 -0.0494 0.0530
H 3.96653 -1.95626 -0.82881 0.0225 0.0486 0.0057
H 1.90567 0.77188 -3.21823 0.0702 0.1808 0.2241
H -2.20673 -1.27454 2.48434 -0.0226 0.0784 0.1138
H 1.53737 -1.82921 -3.34396 -0.1031 -0.0106 0.3750
H -0.19695 -1.92749 0.25546 -0.2534 -1.8127 0.3697
H -0.92158 -3.38296 -0.34240 -0.6935 -0.1981 -0.6742
H -4.08163 -2.28893 -1.55998 0.1800 -0.2164 0.7281
H 0.46790 2.75669 -3.65097 -0.2367 -0.0548 0.0691
H -0.90605 -1.04214 3.67608 -0.0345 0.2398 -0.1616
H -2.45218 -0.16816 3.86176 0.2002 -0.0138 -0.2766
H 2.64516 1.60948 -1.83499 -0.4119 -0.1414 -0.0270
H 0.06437 -1.62071 -2.36558 0.3236 -0.0163 0.0773
H -3.05621 1.64744 1.00359 0.4765 0.3865 -0.0293
H -1.87764 3.55222 -3.33627 -0.0866 -0.2777 0.1546
```
Positions in Å, forces in eV/Å.

Summary:
Orbital gap (spin up / spin down) in eV: 7.01 / 6.98
Charge: +2
Multiplicity: 3
HOMO energy (spin up / spin down) in eV: -14.013 / -15.426

=====

[2]
Density functional theory data (ωB97M-V/def2-TZVPD) for C11H23BiClINO2P as an isolated structure at a distorted geometry.

```
41
Properties=species:S:1:pos:R:3:forces:R:3
Bi -0.57698 0.00725 -1.22961 0.3809 -0.5390 -0.1413
I 0.31089 2.92352 -0.95250 -0.7883 -1.4391 0.1472
Cl -3.00247 -0.68233 -0.84383 1.5543 0.7941 -0.2454
P -0.21630 0.42797 -3.98906 -0.5846 0.5952 -0.8087
O 0.55256 -0.47125 0.98042 -0.2579 0.1779 -1.3765
O 3.25772 0.65772 -1.19344 -2.0876 -1.0278 -0.6127
N -1.05844 -0.42270 2.56612 0.4472 -0.4407 -0.5588
C 0.44065 0.44554 5.28131 -0.0436 0.3236 0.1006
C 0.22429 -0.54803 2.19163 -1.1781 0.0772 0.8502
C -0.77126 -1.00329 -4.96893 -0.0317 -0.2820 0.3620
C 1.28287 -0.74876 3.24096 0.1131 -0.2888 -0.6584
C 2.23297 0.23856 -1.45380 2.5590 0.9996 0.6486
C 1.40767 0.91537 -4.66222 0.3153 -0.1403 0.4882
C -1.00773 0.65125 4.83740 -0.1561 0.0029 0.1496
C 0.16435 -2.14288 -1.60637 0.0414 -0.6859 0.7862
C -1.56489 -0.46618 3.95045 -0.0166 -0.0452 0.3929
C -1.34733 1.78151 -4.44282 -0.1367 -0.0581 0.2226
C 1.42414 0.49228 4.11414 0.0834 0.2098 0.4235
H -1.75081 -0.51529 1.81874 0.3191 0.2823 0.3884
H -0.72931 -2.77706 -1.54573 0.0419 0.4319 0.0027
H 2.14043 0.10871 -4.50355 -0.2135 0.2824 -0.1148
H 1.31487 1.11059 -5.74457 -0.1218 -0.0849 0.4058
H 1.76268 1.82498 -4.15357 -0.1116 -0.2695 -0.2160
H -1.10061 1.61971 4.32859 -0.0681 -0.1591 0.0130
H -0.95698 -0.67676 -6.00444 0.1027 -0.0926 0.3447
H 2.45379 0.55723 4.48137 -0.1962 -0.0876 -0.0400
H -1.56829 1.72875 -5.51959 0.1040 0.0768 0.3258
H 1.00265 -1.61570 3.85224 0.0638 0.0979 -0.0806
H -0.90347 2.75310 -4.19284 -0.0942 -0.2387 -0.0966
H -2.28073 1.66795 -3.87423 0.1242 0.0849 -0.2616
H -2.66007 -0.38572 3.88728 0.4279 -0.0515 -0.0629
H -1.64989 0.70354 5.72547 0.1109 -0.0297 -0.1640
H 1.24827 1.39547 3.51327 0.1054 -0.0910 0.1162
H -1.32568 -1.44165 4.40897 -0.1502 0.2423 -0.2518
H 0.67782 -2.27493 -2.56391 -0.2049 0.6612 0.0896
H -1.70301 -1.39902 -4.53629 0.2313 0.0924 -0.2430
H -0.01049 -1.79826 -4.96057 -0.2522 0.2552 -0.0589
H 0.83946 -2.36349 -0.77167 -0.2167 0.2531 -0.1550
H 2.21324 -0.99049 2.71807 -0.1958 0.0642 0.0616
H 0.53276 -0.51133 5.81218 0.0411 0.1230 -0.0850
H 0.70064 1.22413 6.00492 -0.0607 -0.0761 -0.0870
```
Positions in Å, forces in eV/Å.

Summary:
Orbital gap (spin up / spin down) in eV: 5.14 / 5.14
Charge: +2
HOMO energy (spin up / spin down) in eV: -15.984 / -15.984

=====

[3]
Density functional theory data (ωB97M-V/def2-TZVPD) for a 2-piece molecular cluster, C11H23ClN2O7P overall at a distorted geometry.

```
45
Properties=species:S:1:pos:R:3:forces:R:3
Cl -3.33238 -2.89318 2.68670 0.1397 1.0052 -0.3322
P -0.83884 0.53631 1.61865 2.4359 1.8091 -0.5536
O 1.11827 -1.03521 3.54245 -0.7510 -0.2251 -2.1340
O 0.93273 0.36277 -1.65448 -0.0493 0.0038 -0.6890
O -1.72405 1.53184 0.60067 -0.4361 -1.4555 0.8665
O 0.52679 1.12300 1.63134 -1.0767 -0.1820 -0.0033
O 1.16063 1.54752 -3.50884 -0.2291 -0.3105 -0.4564
O -1.52749 0.70702 3.09750 0.2461 -0.3304 -1.2269
O -0.41202 -2.52323 3.97548 -0.7593 -0.6916 -1.0634
N -0.94677 -1.01635 0.94407 -0.8630 0.8917 0.9216
N 2.08903 -1.28257 0.59200 1.1783 -1.1304 -0.1724
C 1.09020 2.78342 -4.21896 0.1943 0.0901 0.0518
C -2.29660 -1.42039 0.50557 0.2796 -0.1327 -0.2365
C 1.04369 1.44082 -2.16070 0.1789 0.0896 0.6878
C 0.21161 -1.83822 3.13263 0.7052 0.3985 2.9457
C -3.42741 -1.44040 1.58127 -1.5397 -0.4557 -1.9040
C 2.44780 3.45346 -4.29112 0.1245 0.0546 0.1216
C 1.22634 -2.44301 0.87081 -1.2171 0.4941 -0.4032
C -0.14785 -2.07845 1.61675 1.7491 -0.9835 0.2246
C 1.15725 2.68532 -1.31945 -0.5797 0.4065 -0.0894
C 3.47032 -1.53863 1.06589 -0.2302 0.4521 0.5736
C -4.78915 -1.64077 0.78696 0.0056 -0.3171 1.2171
H -0.73974 -3.02627 1.57923 0.2762 0.9255 0.2149
H 1.76046 -3.20558 1.49286 -0.5244 0.5785 -0.3638
H 2.19359 -1.17652 -0.41828 -0.5591 0.0891 0.3921
H 4.12416 -0.72961 0.65196 -0.3210 -0.7854 0.2849
H 0.93419 -2.92466 -0.09794 0.2184 0.1494 0.5930
H 0.32546 3.43795 -3.79714 0.0577 -0.0001 0.0883
H -1.16009 2.30286 0.43954 -0.0573 -0.4224 0.3162
H 2.81835 3.71343 -3.29870 -0.0748 0.0605 -0.0177
H 3.84382 -2.56421 0.78314 -0.0413 0.7931 0.0803
H 0.57888 2.53657 -0.41094 0.4364 -0.2901 0.1353
H -4.83716 -2.67417 0.36318 0.1897 0.9505 0.0211
H -5.59890 -1.61040 1.56243 0.5085 0.1173 -0.8061
H 3.18083 2.77970 -4.73841 -0.0936 0.0072 -0.0548
H 0.76027 3.57903 -1.80052 0.2344 0.0423 -0.1259
H -2.20555 -2.43602 0.03933 -0.1448 0.7409 0.5498
H -0.76793 0.77222 3.71649 -0.2401 -0.3651 -0.3109
H 2.39567 4.36456 -4.89086 -0.0017 -0.0256 0.0058
H -2.57647 -0.74013 -0.34248 -0.0507 -0.3828 0.9228
H 0.75985 2.53390 -5.22862 -0.0243 -0.1847 0.0997
H -3.55647 -0.49066 2.14239 0.6568 -0.8323 0.0012
H 2.20181 2.84167 -1.05038 -0.0489 -0.0163 0.0437
H -4.95888 -0.84734 0.02673 0.1773 -0.5592 0.4386
H 3.49175 -1.45743 2.18181 -0.0796 -0.0708 -0.8543
```
Positions in Å, forces in eV/Å.

Summary:
Orbital gap in eV: 6.21
Charge: -1
HOMO energy in eV: -3.783